The following is a quantum chemistry calculation of C4H6 in the gas phase in a non-equilibrium geometry, from OMol25.

The geometry in XYZ format:
```
10
Properties=species:S:1:pos:R:3:forces:R:3:lowdin_charge:R:1
C 0.542 0.360 0.206 0.752 -0.005 -1.074 -0.242
H 0.722 -1.714 0.937 -0.011 0.022 -0.032 0.064
H 1.234 1.002 0.750 -0.614 0.508 0.064 0.103
C 0.072 -0.848 1.072 0.248 -0.040 -0.327 -0.082
H -0.956 -1.154 0.833 0.371 0.192 -0.135 0.074
C -1.160 0.982 -1.673 0.591 -0.087 0.033 0.052
H -1.182 0.770 -2.718 -0.672 0.344 -0.143 0.026
C -0.423 0.884 -0.713 -1.760 0.770 0.161 -0.222
H 0.087 -0.612 2.150 0.093 0.197 -0.530 0.072
H 1.063 0.331 -0.846 1.004 -1.901 1.983 0.155
```
Positions in Å, forces in eV/Å.

Calculated values
LUMO level in hartree: 0.0377
Kohn-Sham gap in eV: 10.22
Relative energy (zero: lowest compared OMol25 entry of this formula, charge and spin) in kJ/mol: 224.4
E_tot in hartree: -155.8772
Net charge: 0

=====

The following is a quantum chemistry calculation of C4H6 in the gas phase in a non-equilibrium geometry, from OMol25.

The geometry in XYZ format:
```
10
Properties=species:S:1:pos:R:3:forces:R:3:lowdin_charge:R:1
H 1.674 -1.362 -1.531 0.090 -0.738 0.888 0.055
H 0.336 1.070 1.600 -0.088 0.980 -0.281 0.092
H 1.599 -0.772 0.924 -0.009 0.308 0.106 0.088
H -1.827 1.745 0.579 -0.349 -0.207 0.433 0.050
H -1.928 0.138 -0.305 0.361 0.017 -0.197 0.061
C 0.835 -0.964 -0.970 -0.924 0.601 -1.165 -0.006
C 0.774 -0.494 0.271 1.056 -0.053 -0.116 -0.202
C -1.362 0.797 0.344 0.141 0.878 -0.122 -0.002
C -0.106 0.601 0.733 -0.370 -2.127 0.418 -0.191
H 0.004 -0.758 -1.645 0.092 0.341 0.037 0.054
```
Positions in Å, forces in eV/Å.

Calculated values
LUMO level in hartree: 0.0322
Kohn-Sham gap in eV: 9.78
Relative energy (zero: lowest compared OMol25 entry of this formula, charge and spin) in kJ/mol: 63.4
E_tot in hartree: -155.9385
Net charge: 0

=====

The following is a quantum chemistry calculation of 3 unconnected molecules or ions with the total composition C4H6 in a non-equilibrium geometry, from OMol25.

The geometry in XYZ format:
```
10
Properties=species:S:1:pos:R:3:forces:R:3:lowdin_charge:R:1
H -0.637 -0.874 -1.230 3.048 -0.207 -2.249 0.113
H -2.379 0.781 0.170 0.558 -0.431 0.833 0.066
H 3.174 0.086 0.381 -0.438 0.568 -0.246 0.037
C 2.107 0.195 0.243 -1.866 -2.095 -0.690 0.130
H -0.811 1.720 0.423 0.141 0.446 -0.471 0.051
C -0.493 -0.341 0.389 -1.148 1.708 0.797 -0.323
C 0.959 -0.229 0.030 1.540 1.970 3.597 -0.260
H -0.908 -1.346 0.604 0.566 0.587 -0.579 0.112
C -1.298 0.768 0.377 0.927 -1.362 0.128 -0.019
H 0.286 -0.760 -1.388 -3.329 -1.184 -1.120 0.094
```
Positions in Å, forces in eV/Å.

Calculated values
LUMO level in hartree: 0.0288
Kohn-Sham gap in eV: 9.88
Relative energy (zero: lowest compared OMol25 entry of this formula, charge and spin) in kJ/mol: 492.7
E_tot in hartree: -155.7750
Net charge: 0

=====

The following is a quantum chemistry calculation of a molecular structure, C4H6AgO2 in a non-equilibrium geometry, from OMol25.

The geometry in XYZ format:
```
13
Properties=species:S:1:pos:R:3:forces:R:3:lowdin_spin:R:1
H -0.489 -0.542 2.593 0.123 0.006 -0.054 0.000
Ag 3.477 -0.437 1.229 0.505 -0.145 0.144 0.777
H 0.760 -0.623 -1.980 0.034 0.802 0.169 0.002
H -0.247 1.593 0.763 0.051 -0.268 0.066 0.001
H -2.108 0.336 -1.319 0.228 -0.177 -0.150 0.000
O 1.268 0.122 0.690 -0.543 0.043 -0.453 0.172
H -0.052 -1.525 0.468 0.013 0.197 0.071 0.004
C -0.088 -0.311 -1.361 -0.415 -0.715 0.212 0.004
C 0.091 -0.502 0.102 -0.027 -0.995 0.275 0.015
C -0.022 0.575 1.086 -0.125 0.281 -0.238 0.011
H -0.970 0.831 -2.725 -1.156 -1.628 -0.581 0.000
O -0.385 0.394 2.385 -0.195 0.007 0.190 0.012
C -1.235 0.088 -1.929 1.505 2.592 0.349 0.001
```
Positions in Å, forces in eV/Å.

Calculated values
<S²>: 0.75
2S+1: 2
LUMO level (spin up / spin down) in hartree: 0.0213 / -0.0137
Kohn-Sham gap (spin up / spin down) in eV: 6.51 / 9.73
Relative energy (zero: lowest compared OMol25 entry of this formula, charge and spin) in kJ/mol: 0.0
E_tot in hartree: -453.2932
Net charge: 0

=====

The following is a quantum chemistry calculation of a molecular structure, C4H6AlClF5 in a non-equilibrium geometry, from OMol25.

The geometry in XYZ format:
```
17
Properties=species:S:1:pos:R:3:forces:R:3:lowdin_charge:R:1
C -1.996 -1.378 1.061 0.604 -0.746 -0.190 -0.319
F 0.915 2.923 -0.946 -0.293 0.848 0.540 0.066
F -0.574 0.723 -1.744 -0.886 -0.027 -0.754 0.020
H -0.226 -2.143 0.108 -0.020 -0.487 -0.149 0.047
H -0.472 1.395 1.557 0.042 0.021 0.018 -0.066
H -2.254 -0.413 1.479 -0.343 0.218 0.127 0.067
F 2.698 1.717 -1.293 1.026 0.122 0.338 0.067
F -2.539 -1.454 -0.225 -0.288 0.247 -0.354 -0.096
H 1.318 2.040 -2.666 -0.013 0.074 -0.141 0.157
Al 0.417 0.255 0.858 0.180 -0.508 0.096 0.072
H -2.474 -2.186 1.606 -0.285 -0.088 0.358 0.091
H -0.112 -2.030 1.881 0.066 -0.325 0.194 0.035
F 1.295 -0.435 -1.740 0.383 -0.839 -0.971 0.026
C 0.661 0.624 -1.176 0.165 0.375 2.389 -0.532
C -0.494 -1.564 0.980 0.254 1.516 0.045 -0.254
Cl 2.435 0.071 1.847 -0.364 0.095 -0.228 0.048
C 1.401 1.855 -1.589 -0.230 -0.496 -1.320 -0.428
```
Positions in Å, forces in eV/Å.

Calculated values
LUMO level in hartree: 0.1372
Kohn-Sham gap in eV: 8.89
E_tot in hartree: -1358.1124
Net charge: -1

=====

The following is a quantum chemistry calculation of a molecular structure, C4H6AlF6O3P in a non-equilibrium geometry, from OMol25.

The geometry in XYZ format:
```
21
Properties=species:S:1:pos:R:3:forces:R:3:lowdin_charge:R:1
H 1.062 1.549 -1.808 0.062 0.027 -0.146 0.126
H 3.202 0.177 -0.885 -0.225 0.073 0.277 0.210
C 1.100 0.779 -2.589 0.080 0.601 0.260 0.114
F -1.184 0.842 2.673 0.778 -0.941 0.293 -0.195
F -2.819 2.310 1.979 0.517 0.028 -0.042 -0.049
H 0.205 0.886 -3.194 -0.022 -0.490 -0.087 0.122
H 3.178 -1.447 -1.463 0.132 -0.306 0.813 0.191
F -3.888 0.677 0.883 0.064 -0.533 0.299 -0.017
H 2.015 0.865 -3.181 -0.145 -0.146 -0.151 0.130
Al -1.035 -1.507 4.040 -0.572 1.153 -1.235 1.405
C 2.545 -0.720 -0.920 -0.196 -0.273 -1.924 -0.021
O 2.097 -1.075 0.349 0.561 0.325 0.040 0.204
F -3.303 0.470 3.220 -0.556 -0.158 0.164 -0.128
C 0.761 -0.940 0.434 2.179 -0.022 -0.995 -0.473
F -2.458 -0.869 1.685 0.867 -0.702 0.169 -0.173
C 1.277 -0.534 -1.752 0.051 -0.162 1.731 -0.186
P -2.614 0.766 1.814 -1.177 1.419 0.105 0.148
O 0.279 -0.587 -0.767 -0.863 0.590 -1.050 0.219
H 1.112 -1.444 -2.402 0.038 0.473 -0.380 0.251
F -1.669 0.949 0.491 0.200 -0.238 0.045 -0.055
O 0.137 -1.146 1.393 -1.773 -0.719 1.813 0.179
```
Positions in Å, forces in eV/Å.

Calculated values
LUMO level in hartree: -0.5835
Kohn-Sham gap in eV: 2.92
Relative energy (zero: lowest compared OMol25 entry of this formula, charge and spin) in kJ/mol: 0.0
E_tot in hartree: -1563.9373
Net charge: +2

=====

The following is a quantum chemistry calculation of a molecular structure, C4H6AlFO4 in a non-equilibrium geometry, from OMol25.

The geometry in XYZ format:
```
16
Properties=species:S:1:pos:R:3:forces:R:3:lowdin_charge:R:1
Al 0.159 -3.964 -0.743 0.796 -2.055 -1.101 1.264
H 1.568 -0.520 -0.141 -0.169 0.159 -0.197 0.170
H -1.010 0.635 0.723 0.023 -0.169 -0.021 0.182
H 0.123 -0.215 -1.274 0.328 -0.044 0.120 0.172
C -0.359 -0.227 0.869 0.689 0.842 0.980 -0.214
O -1.073 -3.586 0.535 -0.165 -1.171 -0.447 0.216
O 1.128 1.959 -0.030 -0.204 0.181 -0.518 -0.027
O 0.231 -2.109 -0.396 0.632 -0.347 -0.775 0.025
F 0.372 -0.087 1.992 -0.396 -0.209 -0.841 0.153
C 0.286 2.895 -0.558 -1.511 0.655 0.274 -0.168
H -0.791 2.589 -0.568 0.550 -0.092 -0.038 0.081
C 0.500 -0.615 -0.331 0.366 1.022 -0.158 0.111
C -0.746 -2.405 0.439 -1.882 3.699 3.233 -0.515
O -1.201 -1.396 1.102 -0.082 -1.599 -0.690 0.285
H 0.516 3.173 -1.617 0.485 -0.212 0.517 0.134
H 0.299 3.873 -0.001 0.540 -0.660 -0.338 0.133
```
Positions in Å, forces in eV/Å.

Calculated values
LUMO level (spin up / spin down) in hartree: -0.3701 / -0.4729
Kohn-Sham gap (spin up / spin down) in eV: 6.98 / 4.75
Relative energy (zero: lowest compared OMol25 entry of this formula, charge and spin) in kJ/mol: 0.0
E_tot in hartree: -798.4533
Net charge: +2

=====

The following is a quantum chemistry calculation of a molecular structure, C4H6AlO2 in a non-equilibrium geometry, from OMol25.

The geometry in XYZ format:
```
13
Properties=species:S:1:pos:R:3:forces:R:3:lowdin_charge:R:1
H 0.113 1.887 1.678 -0.457 0.394 0.206 0.199
C -0.155 1.368 0.758 3.161 -2.386 0.555 -0.004
H 1.124 -1.387 -0.739 -0.199 -0.686 0.621 0.169
O -1.087 0.337 0.998 -2.557 -4.517 -2.548 0.200
H 1.565 1.204 -0.471 0.693 -0.032 0.154 0.170
C 0.377 -0.605 -0.601 0.780 -0.232 1.810 -0.025
O -1.780 -1.648 0.015 -1.478 -1.472 0.903 0.128
C 1.005 0.559 0.205 -0.073 1.677 -2.256 -0.035
H 1.703 0.124 0.920 0.290 -0.088 0.718 0.196
Al -1.757 -2.763 -1.260 -0.610 -0.706 -0.655 1.806
C -0.883 -0.797 0.185 2.353 6.715 1.532 -0.202
H 0.231 -0.322 -1.644 -0.908 0.679 -0.807 0.187
H -0.457 2.043 -0.043 -0.995 0.654 -0.233 0.211
```
Positions in Å, forces in eV/Å.

Calculated values
LUMO level in hartree: -0.7800
Kohn-Sham gap in eV: 3.42
Relative energy (zero: lowest compared OMol25 entry of this formula, charge and spin) in kJ/mol: 214.2
E_tot in hartree: -547.3714
Net charge: +3

=====

The following is a quantum chemistry calculation of 2 unconnected molecules or ions with the total composition C4H6BFO2 in a non-equilibrium geometry, from OMol25.

The geometry in XYZ format:
```
14
Properties=species:S:1:pos:R:3:forces:R:3:lowdin_spin:R:1
F 0.204 1.013 1.488 -0.457 -0.466 1.286 0.157
H -0.165 -2.628 -0.325 -1.097 1.417 -1.036 0.080
B -2.610 -0.557 0.712 -0.267 1.085 -0.797 0.004
H -1.409 -0.157 2.067 2.584 2.428 0.942 0.001
H 2.351 1.406 -0.528 0.316 0.635 -1.314 0.033
H 2.757 -0.222 0.126 0.511 0.640 -0.271 0.022
O -3.117 -0.130 -0.318 0.103 -0.730 0.583 0.002
O -2.031 -0.792 1.879 -2.585 -2.764 -0.670 0.006
C 2.252 0.746 0.292 0.730 -0.159 2.357 0.105
C 0.871 0.336 0.538 2.473 3.795 1.527 0.649
H 2.737 1.278 1.194 -0.939 -0.910 -1.260 0.004
C 0.256 -0.601 -0.210 -1.291 -1.279 -1.137 0.645
C -0.181 -1.583 -0.875 0.058 -3.143 1.973 0.253
H -0.593 -1.437 -1.818 -0.140 -0.550 -2.184 0.039
```
Positions in Å, forces in eV/Å.

Calculated values
<S²>: 2.01
2S+1: 3
LUMO level (spin up / spin down) in hartree: 0.0165 / -0.0792
Kohn-Sham gap (spin up / spin down) in eV: 5.75 / 8.48
E_tot in hartree: -431.0543
Net charge: 0

=====

The following is a quantum chemistry calculation of a molecular structure, C4H6BeO3 in a non-equilibrium geometry, from OMol25.

The geometry in XYZ format:
```
14
Properties=species:S:1:pos:R:3:forces:R:3:lowdin_spin:R:1
H 2.420 -1.562 -0.209 -0.145 0.162 -0.098 0.002
C 0.378 -1.152 -0.732 -0.476 -0.311 -0.233 0.084
O -1.794 1.600 -1.188 0.416 -1.332 1.543 -0.077
H 0.351 -1.985 -1.456 -0.087 0.219 0.330 0.003
O -0.596 0.513 0.919 0.593 -1.792 0.993 0.130
O -0.360 -0.068 -1.437 0.310 -0.046 0.114 -0.050
C 1.823 -0.711 -0.574 0.294 0.197 0.218 0.007
C -1.206 1.044 1.997 -1.029 1.644 -0.410 0.474
C -1.252 0.616 -0.703 -0.504 1.467 -2.839 -0.204
H 2.281 -0.357 -1.517 -0.217 -0.149 0.233 0.000
H 1.928 0.099 0.168 -0.098 -0.227 -0.235 0.002
Be -0.731 -1.123 0.677 0.520 0.918 -0.263 0.548
H -2.308 0.979 1.923 0.347 -0.484 0.559 0.044
H -0.934 2.106 2.131 0.076 -0.265 0.088 0.037
```
Positions in Å, forces in eV/Å.

Calculated values
<S²>: 1.10
2S+1: 2
LUMO level (spin up / spin down) in hartree: 0.1369 / 0.1262
Kohn-Sham gap (spin up / spin down) in eV: 5.32 / 5.96
Relative energy (zero: lowest compared OMol25 entry of this formula, charge and spin) in kJ/mol: 0.0
E_tot in hartree: -396.3538
Net charge: -1

=====

The following is a quantum chemistry calculation of a gas-phase ion, C4H6Br2N3 (charge +1) in a non-equilibrium geometry, from OMol25.

The geometry in XYZ format:
```
15
Properties=species:S:1:pos:R:3:forces:R:3:lowdin_charge:R:1
Br -2.635 -2.289 -1.324 0.705 0.612 -0.049 0.710
C 0.592 0.501 0.245 0.242 -0.836 -1.410 -0.663
C 0.753 -1.067 0.067 1.210 3.563 1.831 -0.106
C -1.490 0.193 -0.752 -1.445 2.255 0.422 -0.202
H 0.629 1.949 1.646 -0.482 1.563 0.484 0.129
C -1.040 -1.031 -1.386 -1.459 -0.639 -2.718 -0.662
Br 1.799 1.551 -1.113 -1.171 -1.079 1.166 0.687
N 1.102 1.083 1.576 -2.269 -3.979 2.577 0.173
H -0.859 -0.931 -2.526 -0.072 -0.109 1.911 0.166
N -0.804 0.863 0.078 2.422 0.876 0.961 0.070
H 2.053 1.110 1.838 2.101 0.764 -1.214 0.128
N -0.007 -1.638 -0.708 0.758 -2.456 -0.294 0.043
H 0.866 0.459 2.495 -0.714 1.500 -2.627 0.250
H 1.511 -1.461 0.758 -0.215 -0.777 -0.715 0.132
H -2.468 0.707 -0.893 0.387 -1.257 -0.325 0.147
```
Positions in Å, forces in eV/Å.

Calculated values
LUMO level in hartree: -0.1857
Kohn-Sham gap in eV: 8.72
Relative energy (zero: lowest compared OMol25 entry of this formula, charge and spin) in kJ/mol: 138.7
E_tot in hartree: -5467.9734
Net charge: +1

=====

The following is a quantum chemistry calculation of 2 unconnected molecules or ions with the total composition C4H6Br2O in a non-equilibrium geometry, from OMol25.

The geometry in XYZ format:
```
13
Properties=species:S:1:pos:R:3:forces:R:3:lowdin_charge:R:1
C -1.415 -1.333 -1.672 0.080 -1.486 -0.576 -0.149
O 1.664 0.474 -0.204 0.228 -0.268 -1.018 0.086
Br -3.334 0.217 -2.770 -0.116 0.670 -0.241 0.636
C -1.651 -0.073 -1.946 -0.599 0.473 0.406 -0.647
C 1.542 0.859 0.877 -0.572 1.410 1.714 -0.721
C 1.407 0.130 2.208 1.710 -0.883 -3.148 -0.066
H -1.955 -2.259 -1.969 -0.412 1.367 -0.047 0.071
H -1.079 0.839 -1.633 -0.563 -1.190 -0.497 0.068
H 2.108 -0.756 2.010 -0.802 1.225 1.247 0.127
H -0.531 -1.669 -1.233 1.652 0.187 0.971 0.023
H 0.413 -0.228 2.111 -1.121 -0.439 0.526 0.077
H 1.547 0.867 2.957 0.362 -0.153 1.073 0.033
Br 1.284 2.931 1.263 0.153 -0.913 -0.410 0.462
```
Positions in Å, forces in eV/Å.

Calculated values
LUMO level in hartree: 0.0153
Kohn-Sham gap in eV: 9.97
Relative energy (zero: lowest compared OMol25 entry of this formula, charge and spin) in kJ/mol: 127.0
E_tot in hartree: -5379.2278
Net charge: 0